Entry 1:
One molecule with the formula CHOPS in a non-equilibrium geometry, computed with ωB97M-V with the def2-TZVPD basis set.

Cartesian coordinates (Å):
C: -0.48995 0.01050 -0.77894
O: -0.53983 1.00237 -1.46414
P: -1.65682 -1.25258 -1.16148
S: -2.73764 -1.12397 0.51549
H: 0.36463 -0.18900 0.06276

Results
F_max ... 0.068 hartree/bohr
Calculated total energy ... -853.4321 a.u.

***

Entry 2:
A 2-piece molecular cluster, CHOS overall in a non-equilibrium geometry, computed with ωB97M-V with the def2-TZVPD basis set.

Cartesian coordinates (Å):
C: -0.49409 0.11112 0.03325
O: -0.99264 1.25275 0.09060
S: 2.45005 -0.46205 0.07207
H: -0.96332 -0.90181 -0.19591

Results
Total charge ... -1
F_max ... 0.106 hartree/bohr
Calculated total energy ... -512.0415 a.u.

***

> Number 2 is which compound?

CHOS